[1]
# C2H3FSi

An isolated molecule of C2H3FSi in a non-equilibrium geometry (ωB97M-V/def2-TZVPD, OMol25).

CARTESIAN COORDINATES (ANGSTROEM)
C  -1.557706  1.176082  0.131133
C  -0.494829  0.738656  -0.266323
F  2.197746  0.957373  0.140719
Si  1.072836  -0.165921  -0.075483
H  -2.541050  1.439750  0.420462
H  1.795240  -0.564277  -1.303039
H  1.058543  -1.074058  1.215776

Forces on atoms 1 to 2 (eV/Å):
0.97 -0.75 -0.71
-1.03 -0.08 0.88

The HOMO-LUMO gap comes out at 11.379 eV. The SMILES is C#C[SiH2]F. Its total charge is 0. The calculation puts the LUMO energy at 0.49 eV. Its HOMO energy is -10.9 eV. The calculation puts the electronic energy at -12716.84212 eV. The largest force on an atom is 1.72 eV/Å.

[2]
# C2H3FTl

A structure of composition C2H3FTl in a non-equilibrium geometry (ωB97M-V/def2-TZVPD, OMol25).

CARTESIAN COORDINATES (ANGSTROEM)
H  0.403053  -1.283669  -1.496700
C  0.500410  0.795721  -0.588095
C  0.598679  -0.512001  -0.706645
Tl  -1.612395  -0.511708  1.115161
H  0.009090  1.401284  -1.364003
H  0.889119  1.333489  0.285297
F  -0.787956  -1.223116  2.754984

Forces on atoms 1 to 2 (eV/Å):
0.09 0.90 1.00
0.35 -0.48 -0.23

The HOMO-LUMO gap (spin up / spin down) comes out at 8.877 / 7.882 eV. Its total charge is 0. As for the expectation value of S²: 0.7642. The calculation puts the LUMO energy (spin up / spin down) at -0.14 / -1.08 eV. Its HOMO energy (spin up / spin down) is -9.0 / -9.0 eV. The calculation puts the electronic energy at -9530.18710 eV. The largest force on an atom is 2.91 eV/Å. The spin multiplicity is 2.

[3]
# C2H3HgMgO2

A structure of composition C2H3HgMgO2 in a non-equilibrium geometry (ωB97M-V/def2-TZVPD, OMol25).

CARTESIAN COORDINATES (ANGSTROEM)
O  0.851882  -1.118354  2.326391
C  0.756278  -0.370526  1.506727
C  0.610696  0.605094  0.379787
O  0.019639  0.017838  -0.698569
Mg  -1.922503  -0.081707  -1.033056
H  1.646039  0.965449  0.220124
H  0.056235  1.445745  0.843397
Hg  1.393111  -0.559141  -2.496428
H  -3.411378  -0.904399  -1.048372

Forces on atoms 1 to 2 (eV/Å):
-0.08 0.53 -0.57
0.19 -0.79 0.90

The HOMO-LUMO gap (spin up / spin down) comes out at 8.076 / 5.522 eV. Its total charge is +2. As for the expectation value of S²: 0.7526. The calculation puts the LUMO energy (spin up / spin down) at -9.61 / -12.11 eV. Its HOMO energy (spin up / spin down) is -17.7 / -17.6 eV. The calculation puts the electronic energy at -15815.86545 eV. The largest force on an atom is 1.21 eV/Å. The spin multiplicity is 2.

[4]
# C2H3I

An isolated molecule of C2H3I in a non-equilibrium geometry (ωB97M-V/def2-TZVPD, OMol25).

CARTESIAN COORDINATES (ANGSTROEM)
C  0.029042  0.449075  0.076443
C  -1.206184  -0.595243  -0.052232
I  -3.098186  0.168161  -0.016993
H  0.891597  0.345942  -0.499678
H  -0.132324  1.476578  0.381376
H  -0.930328  -1.592032  -0.421179

Forces on atoms 1 to 2 (eV/Å):
-7.35 -3.98 -0.51
7.06 5.17 0.07

The HOMO-LUMO gap (spin up / spin down) comes out at 8.392 / 8.397 eV. The SMILES is C=CI. Its total charge is 0. The calculation puts the LUMO energy (spin up / spin down) at -0.13 / -0.13 eV. Its HOMO energy (spin up / spin down) is -8.5 / -8.5 eV. The calculation puts the electronic energy at -10220.21506 eV. The largest force on an atom is 8.75 eV/Å.

[5]
# C2H3I2NO

A structure of composition C2H3I2NO in a non-equilibrium geometry (ωB97M-V/def2-TZVPD, OMol25).

CARTESIAN COORDINATES (ANGSTROEM)
C  -1.751789  0.154862  -0.010487
C  1.622615  -0.059157  0.012848
N  -0.525566  0.416460  0.059832
O  0.346319  -0.613767  -0.074237
I  -3.018859  1.765163  -0.010035
I  -2.432546  -1.792968  -0.001239
H  2.275742  -0.877156  -0.230362
H  1.629795  0.373857  0.926852
H  1.854288  0.632708  -0.673176

Forces on atoms 1 to 2 (eV/Å):
0.53 -0.40 0.30
-0.05 -3.23 -0.18

The HOMO-LUMO gap comes out at 9.259 eV. Its total charge is 0. The calculation puts the LUMO energy at 0.00 eV. Its HOMO energy is -9.3 eV. The calculation puts the electronic energy at -21858.55704 eV. The largest force on an atom is 4.05 eV/Å.

[6]
# C2H3I2NO

An isolated molecule of C2H3I2NO in a non-equilibrium geometry (ωB97M-V/def2-TZVPD, OMol25).

CARTESIAN COORDINATES (ANGSTROEM)
C  1.626179  0.523922  0.439070
C  -1.548323  -0.633627  -0.483897
N  0.475831  0.241695  0.276428
O  -0.104635  -0.728270  -0.440209
I  1.587478  2.627219  1.896008
I  3.499602  -0.182214  -0.126036
H  -1.881756  -0.645819  0.612373
H  -1.974458  -1.483452  -1.125285
H  -1.679919  0.280547  -1.048452

Forces on atoms 1 to 2 (eV/Å):
1.78 2.08 1.44
0.15 -0.25 0.75

The HOMO-LUMO gap comes out at 7.677 eV. The SMILES is CON=C(I)I. Its total charge is 0. The calculation puts the LUMO energy at -1.52 eV. Its HOMO energy is -9.2 eV. The calculation puts the electronic energy at -21857.52917 eV. The largest force on an atom is 3.15 eV/Å.

[7]
# C2H3I2NO

A cluster of 2 separate species, C2H3I2NO in total in a non-equilibrium geometry (ωB97M-V/def2-TZVPD, OMol25).

CARTESIAN COORDINATES (ANGSTROEM)
C  -1.011745  1.123440  -0.176669
C  0.339045  -0.475365  0.819766
N  0.545592  -1.221783  -0.286319
O  -1.694524  0.500530  -0.928894
I  2.108045  0.485287  1.584863
I  1.541353  -0.273737  -2.075602
H  -1.118490  2.049425  0.255742
H  -0.346723  -0.727789  1.553084
H  -0.362553  -1.460008  -0.745972

Forces on atoms 1 to 2 (eV/Å):
0.35 -5.42 -0.26
1.45 3.45 -2.66

The HOMO-LUMO gap (spin up / spin down) comes out at 6.305 / 6.796 eV. Its total charge is 0. The calculation puts the LUMO energy (spin up / spin down) at -1.33 / -1.31 eV. Its HOMO energy (spin up / spin down) is -7.6 / -8.1 eV. The calculation puts the electronic energy at -21857.23264 eV. The largest force on an atom is 5.43 eV/Å.

[8]
# C2H3I2NO

A cluster of 2 separate species, C2H3I2NO in total in a non-equilibrium geometry (ωB97M-V/def2-TZVPD, OMol25).

CARTESIAN COORDINATES (ANGSTROEM)
C  -0.181577  -1.165739  0.639778
C  -1.142958  -0.368768  1.454721
N  1.056629  -0.544274  0.276479
O  -0.493960  -2.319327  0.302102
I  -2.681579  -1.492460  2.396115
I  -0.579567  1.246167  2.635779
H  -2.162004  0.059382  -0.347592
H  0.976912  0.469384  -0.104435
H  1.447006  -1.178869  -0.513366

Forces on atoms 1 to 2 (eV/Å):
-0.16 -0.62 -0.64
0.50 -1.06 2.19

The HOMO-LUMO gap (spin up / spin down) comes out at 8.020 / 6.839 eV. Its total charge is 0. As for the expectation value of S²: 2.0109. The calculation puts the LUMO energy (spin up / spin down) at -0.35 / -2.66 eV. Its HOMO energy (spin up / spin down) is -8.4 / -9.5 eV. The calculation puts the electronic energy at -21856.56258 eV. The largest force on an atom is 2.77 eV/Å. The spin multiplicity is 3.